# 1
Computed, not measured: a structure of composition C24H39N11NaOSSbSi3, with ωB97M-V with the def2-TZVPD basis set.

Orbital gap (eV): 6.39
Relative energy (zero: lowest compared OMol25 entry of this formula, charge and spin) (kcal per mole): 4.0
Charge: -2
M (g mol⁻¹): 758.727
2S+1: 1

The geometry in XYZ format:
```
81
Properties=species:S:1:pos:R:3:forces:R:3
Na 1.492558 -0.254799 -2.807743 -0.04 -0.13 -0.03
N 5.464651 1.944857 -2.058353 -0.02 0.03 -0.01
C 5.220434 1.781529 -0.695946 0.00 -0.10 -0.01
N 5.865998 2.508652 0.209400 -0.07 0.05 0.05
N 5.422580 2.027023 1.386339 0.11 -0.01 0.03
N 4.574323 1.071298 1.183763 -0.06 0.09 -0.01
N 4.414619 0.880691 -0.143151 0.01 -0.06 -0.05
C 4.508363 1.779724 -3.053534 -0.01 -0.03 0.02
N 4.610175 2.407107 -4.223979 -0.01 -0.02 -0.01
N 3.553598 1.972160 -4.926701 -0.03 0.04 -0.03
N 2.865714 1.141616 -4.214214 0.08 0.00 -0.03
N 3.451444 0.981426 -2.999695 0.04 0.08 0.04
H 6.072958 2.726857 -2.241466 0.00 0.00 0.00
C 0.706835 2.928544 4.446605 0.04 0.01 0.00
Si 1.509887 1.322228 3.864587 0.00 0.00 -0.05
C 3.345350 1.441152 4.197274 0.03 -0.06 0.00
C 0.823771 -0.071639 4.937797 0.01 -0.01 0.01
Sb 1.103933 0.711215 1.416674 -0.02 0.01 0.03
Si 1.032241 3.090999 0.471307 0.01 -0.04 0.02
C 0.938494 2.893659 -1.387699 -0.03 0.01 -0.02
C -0.442730 4.133886 1.028969 0.01 0.00 0.00
C 2.585613 4.027493 0.930676 -0.01 0.02 0.02
Si -1.434791 0.388700 1.589176 0.04 -0.02 -0.03
C -2.373032 1.380098 2.896137 -0.01 0.03 -0.02
C -1.712507 -1.434298 1.983486 0.01 0.00 0.01
C -2.222339 0.748498 -0.074913 0.00 0.03 -0.01
H 0.917343 3.081663 5.510601 0.01 0.00 0.00
H -0.373968 2.920153 4.308686 -0.05 -0.01 -0.01
H 1.110531 3.782557 3.899037 0.01 0.01 0.00
H 3.521948 1.686190 5.250233 -0.01 0.03 0.01
H 3.836648 2.182733 3.564713 0.00 -0.01 0.01
H 3.834055 0.490185 3.972733 -0.02 0.04 -0.03
H 1.066805 0.109582 5.989948 -0.01 -0.01 0.00
H 1.270902 -1.024135 4.644655 0.00 0.00 0.00
H -0.259926 -0.171150 4.851396 -0.02 0.01 -0.01
H 0.062615 2.306647 -1.680048 0.00 0.00 -0.01
H 1.835542 2.388034 -1.755590 -0.01 0.01 0.01
H 0.874612 3.864123 -1.889000 0.00 0.00 0.00
H -1.392674 3.694709 0.719759 -0.01 -0.01 0.01
H -0.364758 5.124867 0.568995 -0.01 0.00 0.00
H -0.462745 4.264649 2.112200 0.00 -0.01 0.01
H 3.482612 3.539873 0.548202 0.02 -0.02 -0.01
H 2.704692 4.115950 2.012575 0.00 0.01 0.02
H 2.538837 5.037929 0.510321 0.01 -0.01 0.00
H -2.014606 1.171728 3.905203 0.02 -0.01 0.03
H -3.437638 1.126011 2.857273 0.01 -0.01 -0.01
H -2.274458 2.452144 2.716683 0.00 0.02 0.01
H -1.309316 -1.691184 2.966138 0.00 0.00 0.00
H -1.202139 -2.056762 1.244804 0.00 0.00 0.00
H -2.779384 -1.681113 1.974454 0.00 0.00 0.01
H -2.127792 1.802534 -0.345776 -0.01 0.01 0.00
H -3.289115 0.501181 -0.054991 0.00 0.00 0.00
H -1.755776 0.158666 -0.869307 -0.01 -0.01 0.02
N 3.368242 -1.632721 -1.057929 0.01 0.06 0.02
C 3.727521 -2.111837 -2.264396 0.00 -0.03 -0.01
C 3.113995 -3.338530 -2.410604 0.00 0.01 0.03
C 2.401186 -3.508505 -1.208865 0.01 0.01 0.00
N 2.564259 -2.475038 -0.394875 0.01 -0.03 0.01
H 3.672409 -0.721695 -0.652351 -0.03 -0.03 -0.01
H 4.357634 -1.532882 -2.917855 0.00 0.00 -0.01
H 3.155902 -3.995669 -3.262238 0.00 0.00 0.00
H 1.762532 -4.325799 -0.912053 0.00 0.00 0.00
C -5.973701 -5.964363 -2.327912 0.02 -0.01 0.11
C -7.327801 -5.373963 -2.037741 -0.03 0.00 -0.12
O -8.327673 -6.040193 -1.913259 0.01 0.01 0.02
S -7.466823 -3.604525 -1.874699 0.01 0.00 0.02
C -5.813063 -3.020207 -2.122816 0.01 0.03 0.01
C -4.930240 -2.916212 -1.050017 0.00 -0.01 0.01
C -3.629973 -2.492883 -1.250143 0.00 0.00 0.00
C -3.163520 -2.144727 -2.530561 -0.01 0.01 0.03
C -4.078636 -2.226542 -3.595109 0.01 -0.01 0.00
C -5.377299 -2.655298 -3.394991 -0.01 -0.01 -0.01
C -1.825353 -1.713506 -2.731333 0.01 -0.07 -0.10
C -0.666457 -1.336599 -2.905120 -0.01 0.13 0.10
H -5.318698 -5.805629 -1.469773 0.02 -0.01 -0.01
H -5.494773 -5.475067 -3.174466 -0.03 -0.01 -0.02
H -6.100207 -7.029545 -2.506081 0.01 0.00 -0.02
H -5.268136 -3.178013 -0.053765 0.00 0.00 0.00
H -2.946138 -2.420559 -0.414870 0.00 0.00 -0.01
H -3.741423 -1.946769 -4.584346 0.00 0.00 0.00
H -6.064753 -2.719163 -4.230521 0.00 0.00 0.00
```
Forces are in eV/Å.

=====

# 2
Computed, not measured: a cluster of 12 separate species, C48H108Br12O18 in total, with ωB97M-V with the def2-TZVPD basis set.

Orbital gap (eV): 9.00
Relative energy (zero: lowest compared OMol25 entry of this formula, charge and spin) (kcal per mole): 0.0
M (g mol⁻¹): 1932.222
2S+1: 1
SMILES string: COCCOCCOC.COCCOCCOC.COCCOCCOC.COCCOCCOC.COCCOCCOC.COCCOCCOC.BrCCBr.BrCCBr.BrCCBr.BrCCBr.BrCCBr.BrCCBr

The geometry in XYZ format:
```
186
Properties=species:S:1:pos:R:3:forces:R:3
C -36.525085 2.536872 5.389708 0.20 -0.80 -0.85
O -36.535640 2.174262 3.989516 -2.30 0.91 1.73
C -35.337377 2.312359 3.340701 0.46 0.25 0.06
C -35.626487 2.030405 1.879525 0.35 -0.32 -0.49
O -34.356788 2.026317 1.296000 0.64 -0.63 -1.48
C -34.441430 1.559935 -0.064749 -1.20 -0.73 1.29
C -33.104480 1.476820 -0.671769 1.15 1.06 -1.46
O -32.734410 2.825517 -1.057602 -0.35 -0.56 0.55
C -31.519882 2.820968 -1.765535 0.04 -0.76 1.15
H -37.481249 2.363754 5.859608 -0.62 -0.20 -0.45
H -36.292900 3.586039 5.619400 0.53 -0.27 -0.42
H -35.872667 1.790590 5.824403 0.69 0.33 0.77
H -34.633866 1.547307 3.711161 0.16 0.07 -0.25
H -34.857295 3.297007 3.552022 -0.35 -0.38 -0.48
H -36.275725 2.700139 1.282746 0.02 0.33 0.88
H -36.105742 1.033694 1.755746 0.22 0.25 0.39
H -35.113780 2.228583 -0.602205 0.13 0.15 -0.36
H -34.935150 0.557820 -0.064615 0.36 0.40 0.05
H -33.060586 0.844112 -1.595652 -0.39 0.26 0.64
H -32.353772 1.069608 0.015420 -0.08 0.03 0.17
H -31.084048 3.810703 -1.750767 -0.23 0.30 -0.61
H -31.697134 2.344041 -2.716107 0.33 0.27 -0.82
H -30.809058 2.198430 -1.215862 0.30 -0.18 -0.08
C -25.404634 3.421637 0.939087 0.96 -0.72 -1.33
O -26.257048 4.208640 0.165696 -0.65 -1.00 -0.16
C -26.454208 5.473628 0.679484 -0.01 1.42 -0.29
C -27.794127 6.015092 0.191627 1.06 -0.12 0.34
O -28.774989 5.306456 0.870102 -1.51 -0.05 -0.45
C -30.097730 5.774739 0.549616 0.47 -0.90 1.00
C -31.092528 4.760830 1.042034 -1.33 0.78 -0.63
O -31.117882 4.662798 2.418784 0.87 1.07 0.53
C -32.331040 4.193280 2.912294 0.31 -0.64 0.35
H -25.642924 3.334062 1.983869 -0.49 0.24 0.43
H -24.369682 3.805722 0.855099 -0.17 -0.32 0.11
H -25.474277 2.413053 0.493226 0.35 0.33 0.32
H -25.675402 6.135182 0.267143 0.10 0.13 0.39
H -26.412861 5.436910 1.772780 -0.08 0.33 -0.08
H -27.809830 5.867380 -0.900652 -0.31 0.03 0.10
H -27.890503 7.084852 0.417482 0.21 0.07 -0.11
H -30.265469 5.807257 -0.526115 0.29 0.49 -0.26
H -30.279455 6.733785 1.065639 0.07 -0.09 -0.47
H -30.963308 3.799698 0.563777 0.28 -0.43 -0.10
H -32.104538 5.103998 0.725681 0.43 -0.05 -0.22
H -32.244587 4.334022 3.991113 -0.48 -0.25 -0.02
H -32.375478 3.147891 2.626042 -0.54 -0.53 0.35
H -33.225919 4.673870 2.498586 0.20 0.32 0.00
C -27.957929 -6.726374 8.373410 -0.19 -1.38 0.66
O -27.643387 -8.124229 8.451471 0.30 0.00 -0.12
C -28.538129 -9.009529 7.829896 0.05 1.17 -0.85
C -28.315788 -9.250703 6.345632 -0.88 -0.07 0.06
O -28.496080 -8.084562 5.579844 0.44 1.23 -0.83
C -29.813775 -7.680453 5.192720 0.38 -2.61 -0.27
C -29.888529 -6.295762 4.666063 -1.00 0.17 -0.35
O -29.713869 -5.423721 5.720745 0.17 -1.53 1.12
C -29.659125 -4.118197 5.375507 0.23 1.81 -0.92
H -27.169922 -6.286178 8.954854 0.50 0.68 -0.27
H -28.865759 -6.536420 8.930829 -0.61 0.07 0.10
H -28.092107 -6.400568 7.358268 0.31 0.42 -0.38
H -29.552478 -8.598974 7.868517 -0.22 -0.20 0.55
H -28.453070 -9.949452 8.329407 -0.18 -0.68 0.53
H -29.074833 -10.018450 6.095129 0.32 0.03 -0.29
H -27.324677 -9.612099 6.091965 0.17 -0.13 0.16
H -30.443500 -7.909551 6.057368 -0.52 0.64 -0.23
H -30.136726 -8.343527 4.353086 0.03 0.16 0.47
H -30.907642 -6.147924 4.211942 0.45 -0.18 0.33
H -29.210578 -6.111615 3.824513 0.42 -0.09 0.20
H -30.561696 -3.815144 4.811438 0.25 0.06 -0.15
H -28.733361 -3.881928 4.816860 -0.39 0.05 -0.13
H -29.632726 -3.546827 6.281715 0.06 0.36 0.51
C -36.739880 -1.681171 3.536338 1.29 -0.23 0.90
O -37.684198 -2.017001 4.514664 -0.92 0.19 -0.53
C -37.817881 -1.062507 5.537196 -0.55 0.22 -0.70
C -38.909575 -1.548343 6.457808 -0.04 -0.45 -0.93
O -38.448720 -2.734153 7.098230 0.61 0.84 -0.26
C -39.397509 -3.353245 7.894245 -1.42 0.33 1.30
C -38.954166 -4.704238 8.354527 0.64 0.34 -1.19
O -39.124214 -5.608390 7.287532 -0.87 0.81 0.14
C -38.616025 -6.828639 7.623873 1.40 -1.57 -0.32
H -36.779809 -0.660585 3.107061 -0.43 -0.47 0.20
H -36.699270 -2.468682 2.796845 -0.53 0.04 -0.46
H -35.786067 -1.806409 4.053041 0.66 0.50 -0.20
H -38.081810 -0.061367 5.111629 0.07 -0.57 0.27
H -36.880521 -0.947603 6.074295 0.29 0.03 0.18
H -39.814162 -1.774143 5.866614 0.28 -0.10 -0.01
H -39.191739 -0.709277 7.076687 0.06 0.02 1.07
H -40.334781 -3.470420 7.331332 -0.10 0.22 0.27
H -39.544012 -2.782022 8.846100 -0.30 0.06 -0.69
H -39.498470 -5.073971 9.236430 0.30 0.32 -0.02
H -37.878072 -4.543291 8.494026 0.15 -0.54 0.74
H -37.515290 -6.805525 7.623212 0.07 0.00 -0.06
H -38.917055 -7.557901 6.873437 -0.11 -0.03 0.04
H -38.871553 -7.202032 8.616267 -0.52 0.11 0.20
C -29.093138 2.076860 1.614545 0.09 0.38 1.21
O -28.791863 0.919777 2.397785 0.15 -0.16 -0.68
C -29.932892 0.150030 2.600873 -1.60 0.56 -0.45
C -29.728414 -1.049303 3.462395 0.79 -1.16 -0.38
O -28.943865 -0.898200 4.602164 0.40 0.99 1.86
C -29.498346 -0.088163 5.656621 -0.61 -0.24 -1.50
C -30.836171 -0.671038 6.153798 -0.17 -0.05 -0.04
O -31.886072 -0.244347 5.266632 -0.61 -0.11 0.76
C -33.186555 -0.544019 5.816062 0.82 -0.04 0.14
H -29.439715 1.897241 0.583058 0.07 -0.40 0.33
H -28.143248 2.605270 1.590869 -0.19 0.43 -0.29
H -29.844403 2.679773 2.186646 0.56 -0.23 -0.65
H -30.361662 -0.207320 1.637383 0.29 -0.03 0.22
H -30.757576 0.777923 3.014615 0.43 -0.08 0.07
H -29.158154 -1.832998 2.948865 -0.50 0.16 -0.36
H -30.694425 -1.428295 3.747575 -0.56 -0.33 -0.25
H -29.724271 0.905711 5.219313 0.10 -0.18 0.38
H -28.689265 0.025609 6.384872 -0.43 -0.24 0.20
H -31.115084 -0.238749 7.120403 0.37 -0.31 0.34
H -30.811660 -1.800774 6.203529 0.05 1.17 0.09
H -33.446061 -0.009423 6.771704 0.56 -0.03 -0.86
H -33.259997 -1.607334 6.032614 0.04 -0.30 0.09
H -33.901636 -0.332058 5.037171 -0.28 0.32 -0.16
C -26.634924 -2.081176 3.113634 1.33 -1.49 -0.77
O -26.541394 -3.481007 3.358597 -0.01 -0.35 0.55
C -25.681990 -4.121325 2.438843 -1.16 -0.40 0.84
C -25.601064 -5.607099 2.745342 -0.03 -0.25 -0.52
O -24.866534 -5.830623 3.915842 0.34 -0.91 1.49
C -25.560547 -6.571638 4.961786 -0.90 0.61 -0.41
C -24.832220 -6.749839 6.264341 -0.65 -0.11 -0.09
O -23.843750 -7.751574 6.213922 1.14 1.14 0.11
C -23.034924 -7.641645 7.400144 -2.03 -1.04 -0.15
H -27.192380 -1.703243 3.945579 -0.37 0.66 -0.14
H -27.054004 -2.021423 2.100902 -0.45 0.83 0.24
H -25.615721 -1.659652 3.045651 -0.32 0.14 0.23
H -24.712767 -3.658320 2.543644 0.65 0.03 -0.42
H -26.114492 -4.006467 1.444908 0.26 0.15 -0.49
H -25.051449 -6.044261 1.873791 -0.42 -0.06 0.56
H -26.604883 -6.088552 2.831569 0.50 0.50 -0.27
H -25.905611 -7.573048 4.644075 0.14 0.46 -0.35
H -26.445338 -5.964692 5.258032 0.15 -0.41 -0.38
H -25.616626 -7.090053 6.990520 0.43 0.45 -0.34
H -24.458268 -5.765978 6.580123 0.27 -0.18 0.13
H -22.345217 -8.454820 7.358676 0.85 -0.21 -0.07
H -23.748840 -7.892696 8.195052 0.37 0.28 0.53
H -22.597585 -6.665436 7.597029 0.15 0.09 -0.38
Br -32.298850 3.065883 7.022977 -0.31 -0.05 0.15
C -30.384143 3.370947 6.820991 -0.38 0.17 -0.83
C -29.688996 2.590844 7.870755 0.39 -0.44 0.51
Br -27.743540 2.624317 7.731089 -0.13 0.30 -0.04
H -30.261367 4.444052 6.954052 0.21 -0.14 -0.30
H -30.196672 3.024204 5.796510 0.31 0.39 0.40
H -29.914503 1.540811 7.848856 -0.25 -0.36 -0.21
H -29.950736 2.943928 8.854468 0.10 0.24 0.31
Br -24.059739 -0.648418 0.440565 -0.72 0.14 -0.09
C -25.401525 -0.325789 -1.028631 0.38 -0.16 1.00
C -26.792885 -0.622853 -0.573496 -0.77 -0.29 -0.51
Br -28.289919 -0.285348 -1.895453 0.97 -0.11 0.11
H -25.022955 -1.081995 -1.693476 -0.15 0.46 -0.91
H -25.257450 0.720051 -1.224519 0.22 0.14 -0.77
H -27.180116 -0.000803 0.202952 0.27 0.14 0.86
H -26.875053 -1.676645 -0.377442 -0.29 -0.26 0.38
Br -33.546622 -2.967568 8.905082 -0.25 0.15 -0.12
C -34.636656 -1.415332 9.422824 0.60 -0.43 -0.23
C -35.722461 -1.120650 8.444121 -0.62 -0.61 -0.15
Br -36.861886 0.247130 9.208674 -0.19 0.14 0.02
H -33.946086 -0.601763 9.435647 0.48 0.54 0.18
H -34.953747 -1.622896 10.427035 -0.40 -0.09 0.25
H -36.350169 -1.965596 8.160406 -0.05 -0.02 0.40
H -35.366838 -0.710849 7.520498 0.47 0.27 -0.30
Br -25.444917 0.009746 9.000257 0.01 -0.56 -0.43
C -24.775999 -1.331237 7.703085 -0.53 0.39 -0.44
C -25.838540 -1.928444 6.778852 -0.84 0.48 0.57
Br -26.981500 -3.209194 7.845395 0.62 0.70 -0.77
H -24.377760 -2.143773 8.298717 0.45 0.20 0.02
H -24.031626 -0.749284 7.133884 -0.22 -0.60 0.21
H -25.398423 -2.481079 5.957881 0.20 -0.41 0.11
H -26.531199 -1.205295 6.307001 0.35 -0.26 0.56
Br -24.674401 1.109002 4.138574 0.45 0.10 0.17
C -26.325426 2.133890 4.241719 0.90 1.27 0.57
C -26.063111 3.638693 4.508418 -0.44 -1.21 -0.81
Br -27.665107 4.660625 4.127404 -0.34 -0.13 0.14
H -26.822982 1.714394 5.099918 -0.68 -0.21 -0.25
H -26.740623 1.971246 3.274473 -0.86 -0.22 -0.23
H -25.332561 4.052851 3.837130 0.46 0.04 0.03
H -25.828343 3.800294 5.529909 0.38 0.23 0.80
Br -30.392134 -4.116235 1.272664 -0.89 -0.18 -0.39
C -32.243989 -4.448500 0.558522 0.22 0.73 1.27
C -33.292564 -3.895833 1.548019 0.28 0.35 -1.12
Br -33.267647 -1.917132 1.661219 0.05 -0.58 -0.03
H -32.321297 -5.533233 0.492972 -0.05 0.16 -0.15
H -32.301427 -3.940301 -0.398315 0.08 -0.19 -0.05
H -33.133363 -4.255181 2.543342 0.08 -0.16 0.49
H -34.304623 -4.135487 1.206813 0.25 -0.03 0.06
```
Forces are in eV/Å.